Run 1
CH5N3O | wB97M-V/def2-TZVPD

Computed properties:
* 2S+1: 1
* orbital gap (spin up / spin down): 0.2989 / 0.3239 hartree

Structure (XYZ):
```
10
Properties=species:S:1:pos:R:3:mulliken_charge:R:1
C 0.684 -0.464 0.597 -0.27
N -0.341 0.630 0.686 0.04
N -0.008 -1.411 -0.318 -0.31
N -0.801 1.210 -0.336 -0.72
O -0.117 -0.904 -1.551 -0.33
H 1.702 -0.112 0.320 0.28
H 0.766 -0.880 1.607 0.29
H -1.167 0.221 1.214 0.32
H -0.022 1.696 -0.857 0.29
H -0.696 0.014 -1.362 0.42
```

***

Run 2
CH5N3O | wB97M-V/def2-TZVPD

Computed properties:
* SMILES: N/N=C\NO
* 2S+1: 1
* orbital gap: 0.3368 hartree

Structure (XYZ):
```
10
Properties=species:S:1:pos:R:3:mulliken_charge:R:1
C 0.167 0.719 -0.210 -0.05
H -1.364 -1.198 -0.368 0.22
H -2.740 -0.024 -0.258 0.33
H 0.588 1.689 -0.020 0.40
H 0.687 -1.134 0.013 0.29
H 2.212 0.048 1.208 0.33
N -1.712 -0.430 0.217 -0.54
N -1.126 0.658 -0.107 -0.26
N 1.028 -0.337 -0.574 -0.27
O 2.261 0.008 0.098 -0.44
```

***

run 2 has the most favorable energy; the next structure is 17.7 kJ/mol above.

***

Run 1
C5H10N2O | wB97M-V/def2-TZVPD

Computed properties:
* SMILES: CC(=O)/N=C\N(C)C
* 2S+1: 1
* orbital gap: 0.3528 hartree

Structure (XYZ):
```
18
Properties=species:S:1:pos:R:3:mulliken_charge:R:1
C -2.593 -0.394 0.270 -0.91
C -0.871 1.286 -0.256 -0.81
C -0.330 -1.132 0.199 0.30
C 1.808 -0.136 0.459 0.62
C 2.950 -0.091 -0.479 -1.11
H -2.946 0.250 1.107 0.32
H -3.189 -0.140 -0.646 0.29
H -2.682 -1.460 0.487 0.29
H -1.675 1.681 -0.874 0.34
H 0.137 1.437 -0.742 0.23
H -0.845 1.865 0.694 0.29
H -0.796 -2.132 0.216 0.26
H 3.595 0.705 -0.137 0.35
H 3.476 -1.031 -0.408 0.35
H 2.674 0.032 -1.551 0.24
N -1.196 -0.096 0.074 0.06
N 0.955 -1.260 0.228 -0.55
O 1.525 0.614 1.361 -0.55
```

***

Run 2
C5H10N2O | wB97M-V/def2-TZVPD

Computed properties:
* SMILES: Cc1c[nH]cn1.CO
* 2S+1: 1
* orbital gap: 0.3542 hartree

Structure (XYZ):
```
18
Properties=species:S:1:pos:R:3:mulliken_charge:R:1
C -1.908 -1.084 -1.551 -1.11
C -0.276 -0.162 1.551 -0.20
C -0.576 -1.962 0.336 -0.46
C -1.266 -0.928 -0.246 0.65
N 0.064 -1.482 1.460 -0.13
N -1.118 0.155 0.602 -0.69
H 0.350 -1.986 2.291 0.24
H 0.116 0.586 2.218 0.46
H -0.322 -2.908 -0.119 0.37
H -1.943 -0.138 -2.113 0.31
H -2.877 -1.550 -1.686 0.28
H -1.213 -1.659 -2.177 0.30
C 2.204 2.196 -0.065 -0.54
O 0.821 2.556 0.022 -0.52
H 0.247 1.845 -0.268 0.31
H 2.581 2.625 0.868 0.22
H 2.411 1.143 -0.265 0.25
H 2.706 2.752 -0.858 0.27
```

***

Run 3
C5H10N2O | wB97M-V/def2-TZVPD

Computed properties:
* SMILES: [H]/N=C(/C)CO.CC#N
* 2S+1: 1
* orbital gap: 0.3474 hartree

Structure (XYZ):
```
18
Properties=species:S:1:pos:R:3:mulliken_charge:R:1
C -0.271 1.819 -1.184 -1.04
C -0.850 0.448 -1.333 0.80
C -1.402 -0.184 -0.067 -0.27
N -0.743 -0.174 -2.431 -0.76
O -1.730 0.645 0.937 -0.58
H -1.148 -1.112 -2.397 0.22
H -2.210 -0.896 -0.298 0.36
H -1.051 2.502 -0.847 0.28
H 0.144 2.152 -2.131 0.37
H 0.505 1.826 -0.417 0.24
C 1.993 -1.448 1.158 -1.03
C 0.844 -0.645 1.569 0.71
N 0.381 0.189 2.263 -0.54
H -0.882 0.652 1.661 0.42
H -0.428 -0.810 0.369 -0.12
H 2.241 -1.233 0.117 0.29
H 2.856 -1.223 1.785 0.34
H 1.750 -2.507 1.247 0.30
```

***

run 1 has the most favorable energy; the next structure is 31.9 kJ/mol above.

***

Run 1
C4H7N3O2 | wB97M-V/def2-TZVPD

Computed properties:
* SMILES: C[C@@H](O)C1=NOC=NN1
* 2S+1: 1
* orbital gap: 0.3541 hartree

Structure (XYZ):
```
16
Properties=species:S:1:pos:R:3:mulliken_charge:R:1
C -1.989 -1.107 -0.175 -1.31
C -1.218 0.231 -0.315 0.31
C 0.264 -0.052 0.023 0.36
C 2.888 0.023 -0.044 0.02
H -1.465 -1.837 -0.663 0.41
H -2.034 -1.456 0.843 0.31
H -3.011 -0.888 -0.471 0.35
H -1.190 0.718 -1.359 0.28
H -1.393 0.932 1.434 0.39
H 3.880 -0.222 -0.296 0.42
H 0.449 2.109 0.016 0.31
N 0.901 -1.140 0.094 -0.42
N 2.316 1.113 -0.382 -0.56
N 0.927 1.244 0.163 -0.09
O -1.521 1.367 0.543 -0.56
O 2.195 -1.036 0.587 -0.23
```

***

Run 2
C4H7N3O2 | wB97M-V/def2-TZVPD

Computed properties:
* SMILES: C=NO/C(=N\O)[C@@H]1CN1
* 2S+1: 1
* orbital gap: 0.3591 hartree

Structure (XYZ):
```
16
Properties=species:S:1:pos:R:3:mulliken_charge:R:1
C 0.034 -0.393 0.157 0.28
C 1.752 1.184 -2.341 -0.26
C -0.466 0.055 1.465 -0.07
C -1.789 -0.442 1.850 -0.33
H 1.136 -1.692 -1.835 0.49
H 2.086 0.883 -3.386 0.26
H 1.634 2.276 -2.069 0.26
H 0.007 0.449 2.346 0.48
H -2.235 -1.186 1.078 0.25
H -2.070 -0.559 2.958 0.25
H -1.323 1.657 2.156 0.28
N -0.216 -1.522 -0.355 -0.34
N 1.385 0.059 -1.728 -0.39
N -1.623 0.925 1.342 -0.58
O 0.691 -2.240 -1.284 -0.39
O 0.998 0.545 -0.354 -0.21
```

***

Run 3
C4H7N3O2 | wB97M-V/def2-TZVPD

Computed properties:
* SMILES: CN(N)C=O.N=C=C=O
* 2S+1: 1
* orbital gap (spin up / spin down): 0.2583 / 0.2600 hartree

Structure (XYZ):
```
16
Properties=species:S:1:pos:R:3:mulliken_charge:R:1
C 1.426 1.233 0.389 -0.84
N 0.289 0.330 0.554 0.29
C 0.583 -1.259 -1.218 0.40
C -0.672 -1.494 -1.472 0.34
N 0.205 -0.225 1.865 -0.78
C -1.006 0.740 -0.033 -0.09
N -1.708 -2.102 -1.576 -0.56
O 1.675 -1.225 -1.680 -0.46
O -1.096 1.359 -1.075 -0.49
H -0.287 0.434 2.470 0.26
H -0.346 -1.083 1.828 0.27
H -2.500 -1.446 -1.573 0.28
H -1.851 0.324 0.537 0.49
H 1.177 2.218 -0.001 0.33
H 2.128 0.817 -0.332 0.24
H 1.984 1.378 1.317 0.32
```

***

run 1 has the most favorable energy; the next structure is 123.0 kJ/mol above.

***

Run 1
C3H9N3 | wB97M-V/def2-TZVPD

Computed properties:
* SMILES: CNC(=N)NC
* 2S+1: 1
* orbital gap: 0.3432 hartree

Structure (XYZ):
```
15
Properties=species:S:1:pos:R:3:mulliken_charge:R:1
C 2.246 0.451 0.866 -0.95
C 0.000 -0.036 -0.173 0.52
C -2.359 -0.487 -0.863 -0.73
H 2.622 0.725 1.884 0.31
H 2.512 1.287 0.152 0.30
H 2.725 -0.482 0.514 0.29
H 0.341 0.517 1.782 0.22
H 1.436 -0.455 -1.407 0.20
H -1.610 0.405 0.984 0.20
H -2.299 -1.645 -0.944 0.22
H -2.109 -0.089 -1.917 0.25
H -3.359 -0.081 -0.526 0.30
N 0.807 0.199 0.953 -0.21
N 0.401 -0.313 -1.376 -0.72
N -1.354 0.004 0.072 -0.19
```

***

Run 2
C3H9N3 | wB97M-V/def2-TZVPD

Computed properties:
* SMILES: [H]/N=C(/N)CCN
* 2S+1: 1
* orbital gap: 0.3796 hartree

Structure (XYZ):
```
15
Properties=species:S:1:pos:R:3:mulliken_charge:R:1
C 0.123 0.272 -1.022 -0.34
C -0.242 -0.795 0.059 -0.60
C 0.344 -0.264 1.356 0.55
H -0.846 1.068 -2.776 0.25
H -0.408 -0.532 -3.018 0.24
H 1.284 0.285 -1.238 0.20
H -0.017 1.331 -0.667 0.31
H -1.384 -0.767 0.091 0.24
H 0.073 -1.833 -0.167 0.30
H -1.179 1.007 1.694 0.28
H -0.128 1.034 2.858 0.31
H 2.206 -0.909 1.122 0.24
N -0.791 0.177 -2.248 -0.62
N -0.595 0.335 2.212 -0.61
N 1.560 -0.410 1.746 -0.74
```

***

run 1 has the most favorable energy; the next structure is 36.8 kJ/mol above.

***

Run 1
C3H9N3 | wB97M-V/def2-TZVPD

Computed properties:
* 2S+1: 1
* orbital gap (spin up / spin down): 0.2506 / 0.2506 hartree

Structure (XYZ):
```
15
Properties=species:S:1:pos:R:3:mulliken_charge:R:1
C 1.263 -0.597 -0.182 -0.09
C -1.373 1.167 0.222 -1.10
N 0.078 -0.960 0.370 -0.38
C -0.970 -0.126 -0.487 0.52
N 2.291 -0.153 0.580 -0.41
N -1.942 -0.803 -1.072 -0.85
H -0.024 -0.898 1.376 0.26
H -1.665 -1.775 -1.198 0.19
H 2.091 0.350 1.431 0.24
H 3.176 0.054 0.144 0.25
H 1.545 -1.020 -1.142 0.36
H -0.013 0.310 -1.204 0.07
H -1.923 1.793 -0.479 0.32
H -0.504 1.726 0.578 0.30
H -2.029 0.934 1.065 0.32
```

***

Run 2
C3H9N3 | wB97M-V/def2-TZVPD

Computed properties:
* SMILES: [H]/N=C(/N)NCC
* 2S+1: 1
* orbital gap: 0.3488 hartree

Structure (XYZ):
```
15
Properties=species:S:1:pos:R:3:mulliken_charge:R:1
C 1.309 -0.862 1.472 -1.02
C 0.845 0.305 0.595 -0.45
N 0.216 -0.136 -0.655 -0.25
C -1.078 0.148 -1.086 0.40
N -1.566 1.328 -0.475 -0.54
N -1.871 -0.682 -1.639 -0.70
H 1.703 -1.711 0.914 0.31
H 0.570 -1.100 2.228 0.27
H 2.192 -0.482 2.003 0.31
H 0.133 0.840 1.196 0.35
H 1.612 1.020 0.299 0.35
H 0.808 -0.718 -1.221 0.23
H -1.026 2.076 -0.907 0.22
H -2.527 1.452 -0.772 0.30
H -1.321 -1.478 -1.954 0.22
```

***

run 2 has the most favorable energy; the next structure is 326.3 kJ/mol above.

***

Run 1
C3H4O3 | wB97M-V/def2-TZVPD

Computed properties:
* SMILES: CC1(C=O)OO1
* 2S+1: 1
* orbital gap: 0.3978 hartree

Structure (XYZ):
```
10
Properties=species:S:1:pos:R:3:mulliken_charge:R:1
C -0.594 0.106 1.772 -0.18
C -0.789 0.334 0.222 1.26
C 0.297 0.106 -0.737 -1.60
O 0.264 -0.404 2.382 -0.40
O -1.778 1.208 0.028 -0.30
O -2.101 -0.145 -0.232 -0.30
H -1.572 0.502 2.295 0.27
H 0.993 0.862 -0.805 0.40
H 0.058 0.063 -1.748 0.45
H 0.816 -0.733 -0.570 0.40
```

***

Run 2
C3H4O3 | wB97M-V/def2-TZVPD

Computed properties:
* 2S+1: 1
* orbital gap (spin up / spin down): 0.2294 / 0.2295 hartree

Structure (XYZ):
```
10
Properties=species:S:1:pos:R:3:mulliken_charge:R:1
O -2.102 0.279 0.192 -0.36
C -0.853 0.072 0.453 -0.07
C 0.290 0.787 -0.224 0.29
O 0.868 1.427 0.674 -0.58
C 1.338 -1.353 0.196 -0.38
O 1.182 -0.639 -0.841 -0.32
H -2.230 0.870 -0.575 0.39
H -0.655 -0.463 1.372 0.50
H 0.097 1.198 -1.226 0.39
H 2.066 -2.178 -0.019 0.14
```

***

Run 3
C3H4O3 | wB97M-V/def2-TZVPD

Computed properties:
* 2S+1: 1
* orbital gap: 0.3519 hartree

Structure (XYZ):
```
10
Properties=species:S:1:pos:R:3:mulliken_charge:R:1
C 0.912 -0.185 1.384 -0.62
O 0.302 0.575 0.337 -0.25
C 0.101 -0.107 -0.772 0.90
O 0.450 -1.208 -1.069 -0.49
C -1.798 0.379 -1.250 -0.36
O -0.604 0.734 -1.671 -0.20
H 1.184 0.542 2.148 0.22
H 0.197 -0.911 1.779 0.29
H 1.791 -0.704 0.999 0.30
H -2.534 0.886 -1.885 0.20
```

***

run 3 has the most favorable energy; the next structure is 115.5 kJ/mol above.